1.
Formula: C22H31Cl5F5NO2PtSi4Te
Source: OMol25
Level of theory: wB97M-V/def2-TZVPD

```
72
Properties=species:S:1:pos:R:3:forces:R:3:lowdin_charge:R:1
Pt 0.1659 -0.0180 -0.4988 1.6449 -0.9428 0.6392 0.835
Cl -3.7460 -3.2794 4.4876 -0.0859 0.0132 0.0290 0.577
C -2.4692 -2.7622 3.4278 0.2730 -0.1593 -0.0644 -0.740
C -1.2673 -3.4448 3.4102 -0.2820 0.1334 0.0140 -0.741
Cl -1.0424 -4.8454 4.4113 0.0715 -0.0593 0.0622 0.576
C -0.2412 -3.0063 2.5561 0.1335 0.2114 -0.0851 -0.615
Cl 1.2852 -3.8354 2.5492 0.0997 -0.0273 -0.0380 0.644
C -0.3791 -1.9032 1.7158 -0.5184 -0.1328 0.2083 -0.413
O 0.6037 -1.5100 0.9495 0.2227 1.0464 -0.8477 -0.342
C -1.6586 -1.2156 1.6859 0.1024 -0.1006 -0.0267 -0.453
O -1.8283 -0.2466 0.8739 -0.2858 0.3186 -0.1545 -0.219
C -2.6512 -1.6683 2.5734 0.0543 -0.0002 0.0470 -0.621
Cl -4.1635 -0.8066 2.5801 -0.0452 0.0610 -0.0514 0.609
F 1.8690 2.3175 0.2297 0.1002 0.0693 0.0058 -0.029
C 1.9960 0.9702 -0.1386 -1.1002 0.0420 0.1307 -0.460
F 2.8191 1.0354 -1.2609 0.0254 -0.0418 -0.1033 -0.028
C 2.8909 0.3698 0.9479 0.2614 -0.0646 0.1980 -0.614
F 3.2929 -0.8641 0.6358 -0.0414 0.1373 0.0249 0.140
F 4.0307 1.1121 1.1138 -0.1187 -0.0866 -0.0497 0.093
F 2.2885 0.3523 2.1391 0.0751 0.0389 -0.0924 0.140
C -3.1682 -2.8258 -5.0448 0.2332 0.1377 0.0286 -0.236
Si -1.4516 -3.6396 -5.1447 -0.4539 -0.3180 -0.1437 0.317
C -1.5109 -5.2089 -4.0803 0.2408 0.2340 0.0871 -0.242
C -1.2581 -4.2839 -6.9337 0.1794 0.2248 0.0701 -0.231
Si 0.1297 -2.0880 -4.3077 -0.0799 -0.0166 0.2205 -0.041
Te -0.4676 -2.1902 -1.8921 -0.5088 -0.6639 -0.8612 0.511
Si 2.3082 -2.8945 -4.7050 0.5401 -0.3188 -0.0789 0.342
C 2.6210 -4.4448 -3.6614 -0.2303 0.1488 0.0333 -0.230
C 3.7149 -1.6844 -4.3002 -0.3198 0.1033 0.0838 -0.214
C 2.6014 -3.4226 -6.5185 -0.1985 0.1197 0.0731 -0.228
Si -0.0756 -0.1254 -5.5971 -0.1365 0.2411 -0.5626 0.359
C -0.1606 -0.6875 -7.4204 0.0003 -0.0251 0.1684 -0.229
C 1.3807 1.0943 -5.5438 -0.0081 -0.2239 0.2201 -0.207
C -1.6377 0.9162 -5.3228 0.0535 -0.1985 0.2044 -0.210
H -3.9895 -3.5416 -5.1300 0.0699 -0.0986 -0.0406 0.018
H -3.2940 -2.0718 -5.8282 0.0137 -0.0132 -0.0081 0.007
H -3.2589 -2.3218 -4.0793 -0.0065 -0.0086 0.0071 0.009
H -2.3453 -5.8654 -4.3398 -0.0472 0.0826 -0.1340 0.019
H -1.6066 -4.9293 -3.0296 0.0031 -0.0202 0.0081 -0.016
H -0.5849 -5.7823 -4.1819 -0.0013 0.0021 -0.0018 0.012
H -2.0652 -4.9673 -7.2111 -0.0600 0.0000 0.1083 0.017
H -0.3139 -4.8230 -7.0449 -0.0210 -0.0228 -0.0078 0.001
H -1.2502 -3.4635 -7.6547 0.0078 -0.0424 -0.0217 -0.003
H 2.3893 -4.2357 -2.6141 -0.0238 -0.0100 -0.0070 0.017
H 3.6598 -4.7797 -3.7213 0.0335 0.0653 -0.0888 0.019
H 1.9782 -5.2695 -3.9810 -0.0178 0.0026 0.0093 0.012
H 3.5898 -1.2742 -3.2947 -0.0018 0.0049 0.0007 0.028
H 3.7361 -0.8431 -4.9971 -0.0076 -0.0120 0.0106 0.001
H 4.6888 -2.1785 -4.3432 -0.0353 -0.1028 -0.0272 0.021
H 1.7944 -4.0691 -6.8711 0.0239 -0.0006 -0.0096 -0.003
H 3.5422 -3.9684 -6.6309 0.0378 0.0131 0.0877 0.018
H 2.6388 -2.5558 -7.1837 0.0013 0.0066 -0.0010 0.006
H 0.7033 -1.3067 -7.6738 -0.0085 -0.0176 -0.0174 0.007
H -0.1880 0.1561 -8.1165 0.0092 0.0657 0.0597 0.020
H -1.0546 -1.2917 -7.5899 -0.0089 0.0265 -0.0075 0.001
H 2.2990 0.6314 -5.9104 -0.0150 -0.0159 -0.0069 0.007
H 1.5754 1.4321 -4.5257 0.0648 -0.0215 -0.0155 0.001
H 1.1812 1.9778 -6.1559 -0.1080 -0.0305 -0.0393 0.026
H -2.5388 0.3184 -5.4785 0.0050 -0.0159 0.0383 0.012
H -1.6743 1.7671 -6.0085 0.0977 -0.0196 -0.0526 0.023
H -1.6711 1.3025 -4.3016 -0.0287 -0.0225 -0.0088 0.002
Cl 1.0682 5.0195 -2.5912 0.0549 0.0248 0.0198 0.660
C -0.0331 3.7979 -2.0335 -0.3264 0.3660 -0.2022 -0.641
C -1.2342 4.1575 -1.4438 0.1566 -0.4966 0.0021 -0.076
C -2.0878 3.1217 -1.0868 -0.1637 0.4248 -0.1884 -0.037
C -1.7105 1.8149 -1.3014 -0.1274 -0.3997 -0.3097 -0.130
N -0.5063 1.4766 -1.8066 0.1639 0.9436 1.2113 -0.093
C 0.3011 2.4734 -2.1949 0.0894 -0.5063 -0.2775 -0.175
H -1.4857 5.1939 -1.2720 0.0118 0.0335 -0.0220 0.104
H -3.0468 3.3299 -0.6337 0.0061 -0.0504 0.0196 0.111
H -2.3620 0.9859 -1.0518 0.1429 -0.0426 0.2515 0.105
H 1.2425 2.1856 -2.6378 0.1174 0.0074 0.2723 0.092
```
Positions in Å, forces in eV/Å.

Values from the calculation:
Kohn-Sham gap = 4.758 eV
E_tot = -147157.64235 eV
HOMO = -0.0336 hartree
Molecular weight = 1048.8 g/mol
Charge = -2

2.
Formula: C35H33GeIN4O5Pb
Source: OMol25
Level of theory: wB97M-V/def2-TZVPD

```
80
Properties=species:S:1:pos:R:3:forces:R:3:lowdin_charge:R:1
Pb 1.5102 1.9654 -1.2881 0.0536 -0.4760 -0.3624 1.324
C -3.1710 2.6423 -1.0729 -0.0312 -0.0271 -0.0105 0.016
C -2.7124 2.7228 0.3339 -0.1126 -0.0015 -0.1141 -0.188
N -3.6020 2.7155 1.3041 0.0147 -0.0020 -0.2385 0.149
C -3.1532 2.7272 2.5523 0.0516 0.0245 0.2249 -0.024
C -1.7977 2.6994 2.9424 0.1137 0.0113 -0.0374 -0.107
C -1.5001 2.6347 4.4258 0.0817 0.0344 -0.0029 -0.190
O -0.8256 1.4376 4.7848 0.0029 -0.0130 -0.0339 -0.051
C -0.8155 2.6949 1.9671 -0.1024 0.0249 0.1935 -0.026
C 0.5917 2.5940 2.3969 -0.0072 -0.0412 -0.0878 -0.067
N 1.5489 2.1283 1.6950 -0.0246 0.1764 0.1202 0.067
C 2.7430 1.8182 2.4073 -0.1883 0.0081 0.0135 -0.309
C 2.6260 1.2062 3.6598 0.0265 -0.0689 0.0046 -0.029
C 3.7358 0.8125 4.3844 -0.0774 -0.0148 0.0079 -0.054
C 5.0012 1.0117 3.8649 0.0512 0.0105 -0.0453 -0.064
C 5.1407 1.6111 2.6237 -0.0320 0.0057 -0.0145 -0.161
C 4.0255 2.0060 1.8927 0.2560 -0.0410 0.1750 -0.625
I 4.4919 2.9849 0.1054 -0.0130 0.2030 0.0272 0.932
C -1.2652 2.7803 0.5957 -0.0096 0.0710 -0.0943 -0.257
O -0.5125 2.9545 -0.3903 0.1208 -0.1232 0.1513 -0.111
H -4.2367 2.8444 -1.1239 0.0021 0.0062 0.0074 0.098
H -2.9885 1.6290 -1.4507 -0.0023 -0.0002 -0.0064 0.089
H -2.6118 3.3170 -1.7199 -0.0015 0.0199 0.0105 0.095
H -3.9100 2.7519 3.3302 -0.0283 -0.0162 -0.0273 0.131
H -2.4289 2.7466 4.9888 -0.0051 0.0058 -0.0241 0.127
H -0.8508 3.4581 4.7268 -0.0070 -0.0189 -0.0122 0.133
H -1.4689 0.7221 4.8264 -0.0007 -0.0212 0.0445 0.101
H 0.7561 2.8668 3.4396 0.0547 -0.0367 -0.0038 0.126
H 1.6378 0.9964 4.0454 -0.0221 0.0125 0.0092 0.093
H 3.6039 0.3345 5.3456 0.0015 0.0019 0.0065 0.116
H 5.8802 0.7011 4.4122 0.0108 0.0048 -0.0013 0.115
H 6.1289 1.7783 2.2188 0.0053 0.0043 -0.0014 0.088
N 1.5133 4.2779 -2.2330 -0.0409 -0.0056 0.1002 -0.075
C 1.3715 4.1628 -3.6989 0.0375 0.0249 0.0232 -0.154
C 0.4088 3.0415 -4.0847 0.1009 -0.0283 -0.0196 -0.570
O -0.3083 3.1916 -5.0606 0.0192 -0.0171 -0.0269 0.056
N 0.4732 1.9342 -3.3057 -0.1882 0.3012 0.0562 -0.142
C -0.4866 0.9131 -3.6914 -0.1309 -0.0106 -0.0058 -0.133
C -0.8070 -0.0059 -2.5427 -0.0311 -0.1332 0.1649 -0.548
O -1.9045 -0.3937 -2.2483 0.0467 0.0513 -0.0904 0.120
O 0.2935 -0.3577 -1.8263 -0.0361 0.1442 -0.1535 -0.303
H 0.6654 4.6749 -1.8373 -0.0031 0.0177 -0.0092 0.086
H 2.2710 4.9050 -1.9843 0.0282 -0.0288 -0.0016 0.084
H 2.3533 3.9315 -4.1162 -0.0252 0.0177 -0.0325 0.128
H 1.0146 5.0846 -4.1555 -0.0098 -0.0202 -0.0009 0.126
H -0.1030 0.2896 -4.5096 -0.0044 -0.0154 0.0023 0.147
H -1.4160 1.3565 -4.0490 0.0220 -0.0017 0.0119 0.132
C 2.4446 -2.3021 -2.3512 -0.0213 0.1078 0.0318 -0.176
Ge 0.7333 -2.1273 -1.4416 0.0613 -0.1678 0.1087 0.979
C 0.9899 -2.0622 0.4791 0.0176 -0.1365 0.0173 -0.261
C 0.2622 -1.2285 1.3241 -0.0483 0.1055 -0.0850 -0.118
C 0.4407 -1.2850 2.6962 0.0534 -0.0187 0.0382 -0.088
C 1.3552 -2.1730 3.2468 -0.0288 0.0380 0.0098 -0.076
C 2.0998 -2.9960 2.4183 0.0210 -0.0024 0.0094 -0.068
C 1.9170 -2.9371 1.0438 0.0255 -0.0322 -0.0284 -0.093
C -0.5771 -3.3366 -2.1937 -0.0232 0.0536 -0.1230 -0.199
C -0.1729 -3.9939 -3.3307 0.0605 0.0113 -0.0292 -0.099
C -1.0101 -4.9155 -3.9941 -0.0652 -0.0217 0.0207 -0.063
C -2.2549 -5.1690 -3.5022 0.0380 0.0144 -0.0040 -0.015
C -2.7202 -4.5174 -2.3329 -0.0149 -0.0472 -0.0590 -0.157
C -4.0156 -4.7794 -1.8241 -0.0168 0.0266 0.0478 -0.027
C -4.4644 -4.1509 -0.6995 0.0059 -0.0256 -0.0605 -0.070
C -3.6327 -3.2255 -0.0363 0.0405 0.0071 0.0101 -0.065
C -2.3823 -2.9527 -0.5111 -0.0130 -0.0271 0.0676 -0.043
C -1.8821 -3.5912 -1.6701 0.0384 0.0647 0.1013 -0.170
H 2.7764 -3.3374 -2.4120 -0.0332 -0.0286 0.0296 0.036
H 3.2033 -1.7332 -1.8130 -0.0134 0.0187 0.0005 0.031
H 2.3651 -1.9052 -3.3634 0.0069 -0.0191 -0.0107 0.035
H -0.4584 -0.5298 0.9065 -0.0071 -0.0217 -0.0007 0.097
H -0.1297 -0.6330 3.3421 -0.0434 0.0673 0.0261 0.083
H 1.4866 -2.2215 4.3202 0.0024 0.0033 0.0055 0.110
H 2.8178 -3.6861 2.8409 0.0069 -0.0106 -0.0082 0.110
H 2.5069 -3.5918 0.4111 -0.0109 -0.0050 -0.0118 0.105
H 0.8112 -3.8180 -3.7486 0.0076 0.0177 0.0198 0.088
H -0.6570 -5.4145 -4.8863 0.0027 0.0025 -0.0067 0.108
H -2.9115 -5.8730 -3.9984 -0.0004 -0.0106 -0.0087 0.119
H -4.6429 -5.4903 -2.3471 -0.0093 -0.0081 -0.0020 0.115
H -5.4548 -4.3568 -0.3166 -0.0070 -0.0041 0.0029 0.106
H -3.9925 -2.7294 0.8559 0.0005 0.0113 0.0026 0.104
H -1.7611 -2.2365 0.0074 0.0005 0.0176 -0.0081 0.077
```
Positions in Å, forces in eV/Å.

Values from the calculation:
Expectation value of S² = 0.78
Kohn-Sham gap (spin up / spin down) = 6.753 / 4.412 eV
Multiplicity = 2
E_tot = -122888.25186 eV
HOMO (spin up / spin down) = -0.3778 / -0.3778 hartree
Molecular weight = 996.4 g/mol
Charge = +1